[1]
{"formula": "C25H35N2O3", "method": "wB97M-V/def2-TZVPD", "mol_weight_da": 411.57, "relative_energy_kcal_mol": 570.7, "homo_energy_ev": -9.686, "multiplicity": 1, "total_energy_ha": -1307.789039, "max_force_ev_per_a": 19.53, "charge": 1, "species": ["C", "H", "H", "H", "C", "N", "C", "H", "H", "C", "H", "H", "O", "C", "C", "C", "C", "C", "C", "H", "C", "O", "C", "C", "C", "C", "C", "C", "H", "H", "O", "C", "C", "N", "H", "C", "C", "H", "H", "H", "H", "H", "C", "C", "H", "H", "H", "H", "H", "H", "H", "H", "H", "H", "H", "H", "C", "C", "H", "H", "H", "H", "H", "H", "H"], "xyz": [[-1.671, -5.212, 1.631], [-2.408, -5.743, 2.179], [-0.919, -4.893, 2.249], [-2.269, -4.272, 1.348], [-1.446, -5.946, 0.071], [-0.400, -5.229, -0.594], [1.058, -5.789, -0.706], [0.754, -6.819, -0.859], [1.237, -5.287, -1.529], [1.681, -5.379, 0.580], [2.681, -5.491, 0.579], [1.350, -6.292, 1.426], [1.256, -4.190, 1.045], [1.220, -3.057, 0.643], [1.880, -2.803, -0.651], [2.015, -1.641, -1.224], [1.117, -0.582, -0.897], [0.338, -0.931, 0.371], [0.241, -1.997, 1.125], [-0.147, -2.338, 2.024], [-0.680, 0.225, 0.663], [-1.182, 0.384, 1.825], [-0.324, 1.220, -0.275], [-0.737, 2.423, -0.464], [-0.644, 3.276, -1.538], [0.617, 2.866, -2.419], [1.208, 1.514, -2.456], [0.572, 0.744, -1.107], [2.005, 1.054, -2.957], [1.086, 3.462, -3.227], [-0.783, 4.618, -1.708], [-1.774, 5.160, -1.040], [-1.110, 5.773, 0.412], [-0.122, 4.803, 0.917], [-0.306, 3.827, 0.623], [-0.413, 4.810, 2.717], [-1.709, 3.922, 2.822], [-1.436, 3.906, 4.091], [-2.480, 4.239, 2.497], [-1.353, 2.745, 2.734], [0.712, 4.451, 2.972], [-0.304, 5.660, 3.036], [1.299, 5.042, 0.637], [2.274, 3.924, 0.785], [3.097, 4.135, 0.586], [2.279, 3.857, 1.894], [1.957, 3.179, 0.260], [1.353, 5.525, -0.512], [1.435, 6.036, 1.279], [-0.572, 6.557, 0.269], [-2.022, 5.962, 1.052], [-2.560, 4.519, -0.761], [-2.190, 6.221, -1.513], [-1.617, 2.817, -0.013], [2.623, -1.261, -2.128], [2.847, -3.476, -0.776], [-1.112, -4.699, -1.843], [-2.082, -3.693, -1.448], [-2.498, -3.156, -2.312], [-1.438, -2.674, -0.746], [-3.039, -3.974, -1.056], [-0.196, -4.168, -2.325], [-1.587, -5.440, -2.377], [-0.788, -7.079, 0.547], [-2.214, -6.174, -0.351]], "forces_ev_per_a": [[-4.229, 0.503, -5.138], [-0.441, -0.954, 0.644], [2.558, 0.180, 0.899], [0.970, -0.919, 0.414], [13.898, -0.047, 11.956], [-2.082, 0.405, -1.739], [-6.430, -0.951, 2.871], [1.538, -0.573, 0.118], [2.451, 2.004, -4.132], [-2.439, -5.117, 1.625], [3.697, 0.081, -0.113], [0.623, 2.895, -2.180], [-1.079, -3.892, 5.844], [-1.182, 6.984, -6.457], [3.589, -4.720, 3.818], [-1.035, 7.628, -4.456], [-2.748, -2.465, 5.694], [-2.140, 3.205, -2.410], [4.918, -4.995, -1.055], [-1.750, 0.570, 1.561], [1.618, -0.827, 6.153], [0.603, -0.419, -4.126], [0.148, -3.072, -0.012], [-5.968, 7.842, -1.603], [8.224, -2.584, -3.338], [0.596, -3.582, -1.463], [-6.391, 3.525, 7.160], [7.042, -1.348, -8.353], [0.872, -0.083, -0.861], [-0.995, 0.510, 0.721], [0.753, -1.552, -1.709], [-0.895, 7.056, 3.458], [-4.872, -5.859, -1.401], [-0.507, -0.799, 3.741], [-0.322, 0.597, 0.531], [1.665, -11.504, -6.771], [15.924, -6.371, 9.343], [-2.310, 0.114, -2.889], [-10.121, 4.055, -3.767], [-1.469, 3.057, -0.709], [-3.112, -0.548, -0.007], [-0.305, 9.845, 2.624], [-0.104, 6.300, -3.166], [-11.634, 1.665, 8.117], [13.068, 3.857, -3.667], [0.200, -1.437, -0.539], [-1.850, -5.133, -2.672], [-0.234, -1.411, 2.781], [0.742, -2.144, -1.151], [2.822, 5.519, -1.236], [1.420, -0.300, -0.174], [-1.196, -0.820, 0.028], [0.903, -3.091, 0.669], [-0.925, -0.480, 2.021], [-0.180, -1.846, 1.427], [-2.376, 0.760, -0.158], [5.592, 1.776, 1.917], [0.605, 5.598, 0.976], [0.688, 0.054, -0.322], [-2.388, -3.460, -1.969], [-0.071, -0.653, 1.330], [-1.960, -0.924, -0.270], [-0.581, -1.948, -1.706], [-2.364, 2.627, -1.674], [-9.042, -2.383, -5.052]]}

[2]
{"formula": "C25H35N9O2S3Ti", "method": "wB97M-V/def2-TZVPD", "mol_weight_da": 637.68, "homo_energy_ev": [-5.539, -5.586], "multiplicity": 1, "total_energy_ha": -3661.084647, "max_force_ev_per_a": 0.82, "charge": 0, "species": ["Ti", "C", "C", "N", "C", "S", "N", "N", "C", "C", "C", "C", "C", "C", "C", "N", "H", "H", "H", "H", "H", "H", "H", "H", "H", "H", "H", "H", "H", "O", "C", "C", "C", "C", "C", "C", "C", "O", "N", "N", "C", "S", "C", "C", "S", "H", "H", "H", "H", "H", "H", "H", "H", "H", "C", "N", "C", "C", "N", "N", "C", "C", "H", "H", "H", "H", "H", "H", "H", "H", "H", "H", "H", "H", "H"], "xyz": [[0.017, -0.006, -0.350], [-1.379, -2.050, -5.820], [-2.463, -1.228, -5.134], [-1.938, -0.133, -4.338], [-1.281, -0.347, -3.161], [-0.418, 1.043, -2.526], [-1.317, -1.527, -2.636], [-0.669, -1.601, -1.411], [-0.488, -2.857, -0.936], [-0.890, -4.097, -1.678], [0.122, -2.880, 0.307], [0.482, -4.060, 1.027], [1.074, -3.970, 2.243], [1.341, -2.679, 2.785], [1.009, -1.581, 2.067], [0.406, -1.631, 0.835], [-1.823, -2.870, -6.387], [-0.702, -2.471, -5.076], [-0.801, -1.433, -6.510], [-3.057, -1.863, -4.476], [-3.140, -0.793, -5.871], [-1.702, 0.721, -4.812], [-1.496, -3.840, -2.542], [-1.465, -4.771, -1.040], [-0.012, -4.647, -2.033], [0.276, -5.026, 0.587], [1.347, -4.865, 2.786], [1.816, -2.561, 3.748], [1.215, -0.585, 2.439], [0.681, 3.035, 2.778], [2.006, 3.249, 2.608], [2.615, 4.189, 3.441], [3.964, 4.450, 3.327], [4.739, 3.780, 2.382], [4.141, 2.850, 1.559], [2.775, 2.567, 1.650], [2.172, 1.559, 0.750], [0.867, 1.385, 0.823], [2.922, 0.888, -0.057], [2.153, 0.003, -0.823], [2.852, -0.609, -1.705], [2.144, -1.785, -2.788], [3.562, -1.799, -3.912], [4.817, -1.666, -3.075], [4.571, -0.303, -1.907], [0.440, 2.354, 2.110], [2.001, 4.699, 4.172], [4.422, 5.183, 3.979], [5.797, 3.985, 2.295], [4.718, 2.314, 0.818], [3.470, -0.971, -4.615], [3.532, -2.740, -4.460], [5.685, -1.424, -3.687], [5.016, -2.585, -2.525], [-4.019, -0.791, 2.720], [-3.486, -0.458, 1.410], [-3.115, -1.606, 0.601], [-2.884, 0.742, 1.193], [-1.774, 0.851, 0.520], [-3.508, 1.830, 1.751], [-2.809, 3.099, 1.824], [-4.959, 1.940, 1.730], [-3.355, -1.503, 3.220], [-5.006, -1.250, 2.630], [-4.098, 0.098, 3.339], [-3.935, -2.324, 0.645], [-2.202, -2.086, 0.962], [-2.960, -1.303, -0.430], [-1.624, 1.817, 0.243], [-2.818, 3.638, 0.869], [-1.779, 2.954, 2.144], [-3.305, 3.722, 2.567], [-5.402, 0.994, 1.436], [-5.267, 2.705, 1.010], [-5.341, 2.221, 2.714]], "forces_ev_per_a": [[-0.286, -0.773, 0.012], [-0.007, -0.049, -0.013], [0.008, 0.044, 0.034], [-0.105, -0.010, -0.072], [0.051, 0.030, -0.191], [0.026, -0.129, 0.106], [-0.009, 0.048, 0.078], [0.160, 0.326, 0.176], [-0.097, -0.125, -0.001], [0.045, 0.036, -0.027], [0.106, -0.146, 0.044], [-0.089, 0.021, -0.005], [-0.014, 0.044, -0.032], [0.044, -0.098, 0.089], [-0.064, 0.173, -0.165], [-0.039, 0.242, -0.130], [0.006, -0.004, -0.003], [-0.006, 0.011, 0.000], [0.005, 0.009, 0.001], [0.008, -0.014, 0.002], [0.000, -0.019, -0.001], [0.005, 0.004, 0.026], [-0.008, 0.030, 0.003], [0.022, -0.004, 0.017], [0.006, -0.003, -0.001], [-0.018, 0.020, -0.042], [0.013, 0.018, 0.028], [0.002, -0.009, -0.001], [-0.005, -0.008, 0.018], [0.024, -0.048, -0.054], [0.054, 0.051, 0.049], [-0.011, -0.045, -0.048], [0.019, 0.019, 0.013], [-0.011, 0.001, 0.005], [0.005, -0.013, -0.016], [0.003, -0.018, -0.009], [0.193, 0.137, 0.111], [-0.026, -0.034, 0.070], [-0.089, 0.012, 0.020], [0.202, 0.174, -0.016], [0.031, -0.064, -0.055], [-0.042, 0.007, 0.007], [0.022, 0.032, -0.004], [-0.012, -0.047, -0.038], [-0.097, 0.001, 0.051], [-0.029, 0.014, 0.021], [-0.012, -0.004, -0.003], [-0.003, -0.002, 0.002], [-0.001, 0.001, -0.001], [-0.004, -0.001, -0.002], [-0.005, -0.006, -0.002], [0.017, -0.005, 0.003], [-0.002, 0.012, -0.002], [0.001, 0.015, 0.017], [-0.005, 0.006, 0.044], [0.021, -0.002, -0.007], [0.026, -0.001, 0.002], [0.086, -0.059, 0.121], [0.018, 0.097, -0.294], [-0.023, 0.011, -0.024], [-0.002, -0.003, -0.009], [-0.013, 0.006, -0.003], [-0.005, -0.003, -0.004], [0.001, 0.004, -0.012], [0.010, -0.023, 0.004], [0.001, -0.001, -0.005], [-0.014, -0.005, 0.004], [-0.011, 0.002, -0.010], [-0.077, 0.091, 0.117], [0.001, 0.000, 0.002], [0.002, 0.007, 0.005], [-0.003, 0.002, -0.002], [-0.008, 0.018, -0.005], [0.005, -0.001, 0.003], [0.004, 0.001, 0.002]]}

[3]
{"formula": "C25H36AlIN3OS", "method": "wB97M-V/def2-TZVPD", "mol_weight_da": 580.54, "relative_energy_kcal_mol": 6.3, "homo_energy_ev": -10.287, "multiplicity": 1, "total_energy_ha": -2151.915541, "max_force_ev_per_a": 0.24, "charge": 1, "species": ["Al", "I", "C", "C", "C", "C", "C", "C", "C", "C", "C", "C", "H", "H", "H", "H", "H", "H", "C", "C", "C", "C", "C", "C", "H", "H", "H", "H", "H", "H", "H", "H", "H", "C", "N", "C", "C", "N", "N", "C", "C", "H", "H", "H", "H", "H", "H", "H", "H", "H", "H", "H", "H", "H", "O", "S", "C", "C", "C", "C", "H", "H", "H", "H", "H", "H", "H", "H"], "xyz": [[0.053, 0.025, 0.017], [1.043, -0.109, 3.222], [-0.603, 1.171, 3.411], [-0.983, 1.423, 4.701], [-2.008, 2.345, 4.974], [-2.593, 3.012, 3.941], [-2.210, 2.761, 2.602], [-2.831, 3.504, 1.565], [-2.498, 3.285, 0.268], [-1.559, 2.278, -0.042], [-0.903, 1.517, 0.904], [-1.214, 1.792, 2.283], [-0.482, 0.926, 5.520], [-2.302, 2.533, 5.998], [-3.362, 3.752, 4.124], [-3.571, 4.247, 1.836], [-2.961, 3.853, -0.528], [-1.379, 2.088, -1.096], [0.484, -1.105, -5.116], [-0.718, -0.361, -4.519], [-1.998, -1.171, -4.764], [-0.851, 1.021, -5.172], [-0.526, -0.198, -3.068], [-0.423, -0.050, -1.866], [0.353, -1.222, -6.193], [0.588, -2.096, -4.673], [1.408, -0.552, -4.943], [-2.159, -1.298, -5.836], [-2.865, -0.662, -4.342], [-1.920, -2.162, -4.313], [-1.013, 0.912, -6.246], [0.054, 1.612, -5.021], [-1.691, 1.570, -4.748], [3.541, -2.449, -0.974], [3.704, -1.064, -1.382], [5.081, -0.678, -1.678], [2.773, -0.146, -1.020], [1.906, -0.394, -0.050], [2.738, 1.022, -1.679], [2.071, 2.187, -1.114], [3.081, 1.135, -3.089], [4.119, -3.077, -1.650], [2.494, -2.738, -1.045], [3.903, -2.629, 0.044], [5.732, -0.975, -0.852], [5.162, 0.396, -1.807], [5.426, -1.172, -2.587], [2.211, -1.138, 0.564], [2.094, 2.144, -0.028], [1.037, 2.263, -1.459], [2.603, 3.080, -1.441], [3.323, 0.158, -3.498], [3.925, 1.810, -3.239], [2.218, 1.532, -3.626], [-0.641, -1.598, 0.627], [-2.156, -1.831, 0.433], [-2.306, -3.027, -0.911], [-3.365, -4.057, -0.476], [-3.770, -3.778, 0.987], [-2.605, -3.060, 1.657], [-1.307, -3.451, -1.015], [-2.543, -2.476, -1.819], [-2.944, -5.056, -0.570], [-4.235, -4.014, -1.128], [-4.004, -4.695, 1.523], [-4.662, -3.150, 1.026], [-1.729, -3.697, 1.797], [-2.853, -2.559, 2.590]], "forces_ev_per_a": [[-0.105, 0.044, 0.078], [0.006, -0.033, -0.009], [-0.062, 0.044, 0.015], [0.030, -0.029, 0.010], [-0.017, 0.019, -0.026], [0.012, -0.012, -0.005], [-0.019, 0.020, -0.007], [0.014, -0.019, -0.010], [-0.010, 0.011, 0.021], [0.010, -0.009, -0.085], [0.017, -0.053, 0.083], [0.055, -0.003, -0.012], [0.000, 0.002, 0.002], [0.005, -0.001, 0.004], [-0.003, -0.002, 0.009], [0.000, 0.002, 0.003], [-0.004, 0.001, 0.001], [0.007, -0.008, 0.011], [0.009, -0.007, -0.005], [0.008, -0.006, -0.007], [0.006, -0.002, 0.002], [0.006, -0.006, 0.019], [-0.150, 0.022, 0.045], [0.194, -0.064, -0.123], [-0.005, -0.001, -0.001], [0.001, 0.002, 0.007], [-0.016, -0.006, -0.013], [-0.002, 0.002, -0.001], [-0.003, 0.003, 0.001], [0.003, -0.005, -0.006], [0.001, 0.001, -0.003], [-0.001, 0.005, -0.003], [-0.004, 0.003, -0.006], [-0.006, 0.001, 0.009], [0.043, 0.003, 0.077], [-0.026, -0.007, -0.057], [-0.037, -0.032, -0.100], [0.011, -0.044, 0.072], [0.017, 0.042, 0.033], [-0.011, 0.034, -0.027], [0.016, -0.005, -0.005], [0.000, -0.003, -0.005], [0.003, 0.000, 0.003], [0.002, 0.002, -0.001], [-0.004, -0.012, -0.007], [-0.015, 0.015, 0.018], [0.007, 0.013, -0.010], [0.007, 0.046, -0.007], [-0.013, -0.001, 0.004], [-0.001, -0.012, 0.002], [0.028, -0.004, 0.022], [0.001, -0.005, 0.004], [0.003, 0.005, 0.008], [-0.009, -0.007, 0.008], [0.040, 0.040, -0.025], [-0.033, 0.036, -0.003], [0.009, -0.009, -0.015], [-0.001, 0.008, -0.025], [0.009, -0.013, 0.029], [-0.009, -0.012, 0.011], [0.000, 0.001, 0.005], [-0.014, -0.008, 0.006], [0.006, 0.001, 0.011], [-0.001, -0.007, 0.003], [-0.011, 0.003, -0.003], [0.006, 0.015, -0.012], [0.009, 0.007, -0.017], [-0.008, -0.008, 0.003]]}